Density functional theory data (ωB97M-V/def2-TZVPD) for a molecular structure, C22H44AlN3OP2 at a distorted geometry.

```
73
C22H44AlN3OP2 (ωB97M-V/def2-TZVPD)
Al 0.3988 -0.0563 0.0671
P 0.1548 -2.0954 -1.1164
P 0.3777 2.2207 0.7269
N 1.4509 0.5576 -1.6184
C 1.7134 -1.8675 -2.0903
H 2.3912 -2.6976 -1.8527
H 1.4539 -1.9479 -3.1559
C 2.4377 -0.5363 -1.8564
H 3.0781 -0.5679 -0.9661
H 3.0779 -0.2578 -2.7065
C 2.0117 1.9704 -1.5655
H 1.4176 2.6073 -2.2433
H 3.0286 1.9316 -1.9806
C 2.0058 2.4676 -0.1236
H 2.2821 3.5236 -0.0692
H 2.7502 1.8775 0.4292
C 0.5218 2.7562 2.4986
C 0.6972 1.5510 3.4286
H 1.6964 1.1002 3.3683
H -0.0578 0.7766 3.2137
H 0.5320 1.8661 4.4714
C -0.7333 3.4181 -0.1222
C -2.2057 3.2274 0.2728
H -2.8282 3.3411 -0.6275
H -2.5401 3.9835 1.0020
H -2.4136 2.2256 0.6806
C -1.1467 -2.5115 -2.3568
C -2.4303 -3.0836 -1.7360
H -3.2499 -2.9401 -2.4584
H -2.7224 -2.5632 -0.8086
H -2.3654 -4.1687 -1.5366
C 0.3928 -3.5907 -0.0702
C -0.7519 -3.8013 0.9255
H -0.3717 -4.4400 1.7350
H -1.6014 -4.3211 0.4595
H -1.1255 -2.8719 1.3756
C -1.6213 -0.2644 0.9993
C -0.2082 4.8712 0.0349
H 0.6439 4.9711 0.7329
H 0.1339 5.2330 -0.9474
H -1.0090 5.5496 0.3679
C -0.6182 -3.3416 -3.5508
H -1.3578 -4.1036 -3.8575
H -0.4727 -2.6773 -4.4192
H 0.3396 -3.8596 -3.3588
C 0.6338 -4.8470 -0.9122
H 0.8434 -5.6717 -0.2142
H -0.2533 -5.1217 -1.5088
H 1.5011 -4.7432 -1.5818
C -0.6832 3.5563 3.0047
H -1.6095 2.9707 2.8970
H -0.5375 3.7384 4.0804
H -0.8069 4.5278 2.5098
H 1.4367 3.3717 2.5102
H 1.3129 -3.3580 0.4913
H -0.6368 3.1427 -1.1778
H -1.3916 -1.5024 -2.7219
O -2.6538 -0.4415 1.5131
H 0.7921 0.5436 -2.4066
H -0.9467 0.3800 -0.8492
N 3.6702 -0.0081 0.9609
C 2.8693 -0.8592 1.7783
C 3.4826 -1.5702 2.8072
C 2.7058 -2.2615 3.7224
C 1.3118 -2.2127 3.5620
C 0.7684 -1.4936 2.5035
N 1.5387 -0.8788 1.5317
H 4.5135 -0.4864 0.6530
H 3.9868 0.8062 1.4872
H 4.5598 -1.5598 2.8787
H 3.1269 -2.8437 4.5437
H 0.6254 -2.7086 4.2361
H -0.3238 -1.3714 2.4687
```

Computed properties:
Kohn-Sham gap = 7.84 eV
total charge = +2
molar mass = 455.5 g/mol
LUMO energy = -6.2 eV

Density functional theory data (ωB97M-V/def2-TZVPD) for 5 unconnected molecules or ions with the total composition C22H44Cl2N7O6S at a distorted geometry.

```
82
C22H44Cl2N7O6S (ωB97M-V/def2-TZVPD)
C 0.8850 3.3778 0.5645
C -0.3569 2.6097 -0.2336
Cl -1.9054 3.6732 -0.1113
C -0.6149 1.1181 0.4704
Cl -2.1388 1.2955 1.5081
N -0.7179 0.1343 -0.6714
C -2.1037 0.0515 -1.2664
C -0.1233 -1.2171 -0.3495
C 1.5117 -1.1597 -0.5408
C 2.0398 -0.0444 -1.6191
C 1.8180 -0.4370 -3.1952
N 0.5356 0.1844 -3.7019
N -0.5465 -1.5629 1.0940
C 0.1870 -2.6717 1.5348
S 1.4358 -3.5098 2.3994
C -0.7491 -2.4593 -1.2719
O -1.8699 -3.1388 -0.9002
O -0.1515 -2.9049 -2.5610
H 1.3245 4.2843 -0.0389
H 0.5181 3.6592 1.6397
H 1.7562 2.5823 0.6632
H -0.1048 2.4652 -1.3712
H 0.3783 0.9105 1.0986
H -2.8322 -0.6942 -0.7052
H -2.5737 1.1487 -1.2920
H -2.0121 -0.2533 -2.4172
H 1.8552 -2.2206 -0.9648
H 2.0993 -0.9408 0.4750
H 3.2210 0.0326 -1.4615
H 1.6366 1.0515 -1.4318
H 1.9315 -1.5871 -3.4179
H 2.7027 0.0895 -3.7988
H 0.7965 1.1907 -3.9188
H 0.2333 -0.2170 -4.6245
C 4.4009 -4.6600 -0.7703
C 5.0989 -3.5182 -0.0849
O 4.6176 -2.3877 -0.0460
N 6.3026 -3.7637 0.5063
C 7.0306 -5.0082 0.5716
H 3.4551 -4.3090 -1.1927
H 5.0211 -5.0440 -1.5848
H 4.1837 -5.4533 -0.0499
H 6.7086 -2.9453 0.9461
H 7.1749 -5.2614 1.6245
H 8.0053 -4.8554 0.1023
H 6.5081 -5.8234 0.0691
C -5.2957 -2.3831 1.4608
C -5.4842 -1.9451 0.0348
O -4.7791 -1.0801 -0.4810
N -6.4731 -2.5371 -0.6932
C -7.3999 -3.5622 -0.2769
H -4.4712 -1.8217 1.9092
H -6.2030 -2.1834 2.0373
H -5.0479 -3.4474 1.4963
H -6.5365 -2.1884 -1.6432
H -7.2677 -4.4253 -0.9335
H -8.4132 -3.1716 -0.3969
H -7.2470 -3.8661 0.7597
C 1.6152 5.5579 -3.1394
C 1.7085 4.1099 -3.5336
O 0.7362 3.3586 -3.4939
N 2.9176 3.6333 -3.9454
C 4.1678 4.3450 -4.0618
H 0.5904 5.7881 -2.8351
H 2.2796 5.7601 -2.2949
H 1.8741 6.1952 -3.9893
H 2.8988 2.6503 -4.1933
H 4.4985 4.2809 -5.1010
H 4.9006 3.8494 -3.4207
H 4.0793 5.3929 -3.7715
C -2.1941 1.7940 4.5572
C -1.8373 2.5493 5.8075
O -0.7438 3.0918 5.9528
N -2.7688 2.6239 6.8002
C -4.0977 2.0614 6.8249
H -1.3518 1.8231 3.8603
H -2.4066 0.7489 4.7983
H -3.0584 2.2570 4.0734
H -2.4535 3.1487 7.6084
H -4.8092 2.8792 6.9604
H -4.1627 1.3837 7.6794
H -4.3372 1.5179 5.9098
```

Computed properties:
Kohn-Sham gap = 6.43 eV
total charge = -1
molar mass = 605.6 g/mol
LUMO energy = 2.4 eV

Density functional theory data (ωB97M-V/def2-TZVPD) for 6 unconnected molecules or ions with the total composition C22H44Cl4N3O7P at a distorted geometry.

```
81
C22H44Cl4N3O7P (ωB97M-V/def2-TZVPD)
C -2.6436 -7.4278 -7.8647
N -1.2685 -7.0048 -7.4273
C -0.3929 -6.4252 -8.4583
P -0.8274 -6.9780 -5.7030
O -1.7654 -7.8734 -4.9675
N 0.8213 -7.2902 -5.5303
C 1.8532 -6.4572 -6.2049
C 1.3720 -8.2158 -4.5881
N -1.0295 -5.3247 -5.1368
C -1.6408 -4.2117 -5.9145
C -0.8569 -5.1986 -3.6636
H -2.5761 -7.8944 -8.8474
H -3.1674 -6.4759 -7.7769
H -3.0877 -8.1237 -7.1530
H 0.3720 -7.1670 -8.6881
H 0.0960 -5.5006 -8.1514
H -0.7871 -6.0104 -9.3861
H 2.1932 -6.8813 -7.1497
H 1.3857 -5.5123 -6.4819
H 2.7872 -6.4727 -5.6431
H 2.1326 -8.8853 -4.9896
H 1.8851 -7.7364 -3.7544
H 0.5916 -8.9295 -4.3240
H -1.5550 -4.2447 -7.0006
H -2.7061 -4.3163 -5.7088
H -1.1811 -3.2528 -5.6750
H -0.0386 -5.8326 -3.3222
H -1.8540 -5.3837 -3.2641
H -0.5813 -4.1660 -3.4493
O 3.5392 6.7873 3.0023
C 4.7892 6.9706 3.1488
C 5.6829 6.3181 4.1500
C 7.0027 7.0038 3.7829
C 6.6540 8.1455 2.8926
O 5.3696 7.9192 2.4694
H 5.4504 6.4900 5.2010
H 5.8633 5.2732 3.8974
H 7.5141 7.3365 4.6862
H 7.7818 6.3615 3.3722
H 6.7182 9.0327 3.5225
H 7.3582 8.2476 2.0668
O -0.5665 6.0297 -5.5677
C 0.4845 6.4493 -5.0314
C 0.6742 6.6295 -3.5075
C 2.0727 7.1725 -3.3254
C 2.5263 7.3494 -4.8117
O 1.5169 6.7613 -5.7155
H -0.1762 6.9533 -2.9073
H 0.7189 5.6464 -3.0389
H 2.2400 8.0905 -2.7622
H 2.6702 6.4317 -2.7941
H 2.5212 8.3655 -5.2061
H 3.5362 6.9450 -4.7433
O -3.8203 -2.5971 6.2272
C -3.5557 -3.7907 6.4677
C -4.2749 -4.5680 7.4726
C -4.0811 -6.0343 6.9575
C -2.6738 -5.8694 6.2656
O -2.7054 -4.5039 5.7902
H -3.7741 -4.3932 8.4249
H -5.3095 -4.2499 7.6012
H -4.2352 -6.6219 7.8625
H -4.8977 -6.3380 6.3026
H -1.9638 -6.1275 7.0513
H -2.2814 -6.4781 5.4511
Cl -1.5457 6.3745 11.3048
C -2.3523 6.2016 9.7573
C -2.9245 7.5619 9.1458
Cl -3.9639 8.4291 10.1907
H -3.2172 5.5728 9.9684
H -1.6668 5.5910 9.1697
H -3.5610 7.2127 8.3327
H -2.2049 8.2583 8.7154
Cl -1.5042 1.6758 1.4488
C -1.2592 2.3003 3.0827
C -2.3187 3.3343 3.4102
Cl -2.6453 4.6065 2.1610
H -0.2611 2.7333 3.1481
H -1.1389 1.4426 3.7446
H -2.0843 3.9171 4.3010
H -3.2516 2.8437 3.6879
```

Computed properties:
Kohn-Sham gap = 8.64 eV
molar mass = 635.4 g/mol
LUMO energy = 0.5 eV
structure (SMILES) = CN(C)P(=O)(N(C)C)N(C)C.O=C1CCCO1.O=C1CCCO1.O=C1CCCO1.ClCCCl.ClCCCl